1.
{
  "formula": "C42H92F6N11O6P",
  "method": "wB97M-V/def2-TZVPD",
  "symbols": ["P", "F", "F", "F", "F", "F", "F", "C", "C", "N", "C", "C", "N", "C", "C", "H", "H", "H", "H", "H", "H", "H", "H", "H", "H", "H", "C", "C", "N", "C", "C", "N", "C", "C", "H", "H", "H", "H", "H", "H", "H", "H", "H", "H", "H", "C", "C", "N", "C", "C", "N", "C", "C", "H", "H", "H", "H", "H", "H", "H", "H", "H", "H", "H", "C", "C", "N", "C", "C", "N", "C", "C", "H", "H", "H", "H", "H", "H", "H", "H", "H", "H", "H", "C", "O", "C", "C", "N", "H", "H", "C", "C", "O", "C", "H", "H", "H", "H", "H", "H", "H", "H", "H", "H", "H", "H", "H", "H", "C", "O", "C", "C", "N", "H", "H", "C", "C", "O", "C", "H", "H", "H", "H", "H", "H", "H", "H", "H", "H", "H", "H", "H", "H", "C", "O", "C", "C", "N", "H", "H", "C", "C", "O", "C", "H", "H", "H", "H", "H", "H", "H", "H", "H", "H", "H", "H", "H", "H"],
  "xyz": [[1.017, 0.077, 0.566], [0.664, 1.336, 1.556], [-0.316, 0.493, -0.261], [2.063, 1.071, -0.235], [1.341, -1.175, -0.477], [2.146, -0.466, 1.530], [0.086, -0.848, 1.473], [7.903, -0.257, -0.919], [6.642, -1.124, -0.826], [6.519, -1.853, -2.023], [7.358, -2.823, -2.465], [6.849, -3.245, -3.748], [5.804, -2.452, -4.072], [5.644, -1.614, -3.019], [4.962, -2.477, -5.243], [8.759, -0.905, -1.111], [8.122, 0.437, -0.108], [7.958, 0.378, -1.803], [5.815, -0.418, -0.746], [6.575, -1.802, 0.024], [8.087, -3.266, -1.803], [7.179, -4.041, -4.401], [4.952, -0.785, -2.992], [3.898, -2.324, -5.060], [5.057, -3.492, -5.630], [5.262, -1.636, -5.868], [0.568, 7.716, 3.726], [2.104, 7.991, 3.944], [2.799, 7.559, 2.823], [2.847, 8.232, 1.590], [3.449, 7.432, 0.609], [3.931, 6.311, 1.274], [3.455, 6.361, 2.613], [4.708, 5.289, 0.681], [0.115, 8.131, 2.826], [-0.100, 8.104, 4.496], [0.255, 6.685, 3.890], [2.540, 7.427, 4.768], [2.324, 9.041, 4.136], [2.419, 9.216, 1.468], [3.617, 7.659, -0.434], [3.584, 5.510, 3.266], [4.625, 4.380, 1.276], [5.765, 5.553, 0.665], [4.214, 5.113, -0.274], [1.403, -5.622, 3.443], [1.659, -6.622, 2.334], [3.081, -6.976, 2.110], [3.458, -8.065, 1.281], [4.814, -8.047, 1.067], [5.273, -6.986, 1.783], [4.240, -6.305, 2.386], [6.711, -6.546, 1.926], [1.552, -5.952, 4.471], [0.385, -5.232, 3.450], [2.051, -4.769, 3.246], [1.274, -6.246, 1.386], [1.073, -7.506, 2.585], [2.673, -8.581, 0.747], [5.492, -8.539, 0.385], [4.283, -5.394, 2.966], [7.319, -7.228, 1.331], [6.922, -6.618, 2.992], [6.771, -5.511, 1.590], [-2.210, 6.082, -1.365], [-2.143, 7.239, -2.353], [-3.258, 7.238, -3.278], [-4.609, 7.459, -3.100], [-5.260, 7.400, -4.328], [-4.276, 7.404, -5.305], [-3.051, 7.411, -4.678], [-4.534, 7.399, -6.711], [-2.502, 5.173, -1.891], [-2.990, 6.242, -0.621], [-1.265, 5.987, -0.829], [-1.240, 7.332, -2.958], [-2.248, 8.192, -1.834], [-4.961, 7.408, -2.080], [-6.314, 7.489, -4.549], [-2.120, 7.471, -5.222], [-4.856, 6.445, -7.128], [-3.663, 7.746, -7.267], [-5.306, 8.135, -6.937], [-0.888, 3.156, 8.445], [0.033, 2.052, 8.297], [0.514, 1.938, 7.004], [1.394, 0.732, 6.908], [2.522, 0.816, 7.882], [3.306, 1.378, 7.583], [2.198, 1.482, 8.570], [3.064, -0.484, 8.482], [4.280, -0.181, 9.373], [4.122, 0.968, 10.177], [5.178, 1.274, 11.067], [-1.892, 2.774, 8.260], [-0.663, 3.982, 7.769], [-0.893, 3.643, 9.420], [1.050, 2.819, 6.650], [-0.328, 1.812, 6.324], [1.965, 0.783, 5.981], [0.850, -0.181, 7.150], [3.527, -1.109, 7.718], [2.216, -1.031, 8.894], [5.120, -0.045, 8.691], [4.627, -1.020, 9.976], [4.846, 2.013, 11.796], [6.095, 1.597, 10.573], [5.333, 0.416, 11.721], [-9.482, 0.992, 4.334], [-9.431, 0.818, 2.868], [-8.157, 1.283, 2.354], [-8.212, 1.517, 0.852], [-6.886, 2.036, 0.161], [-7.002, 1.966, -0.840], [-6.840, 2.998, 0.465], [-5.619, 1.230, 0.499], [-5.725, -0.282, 0.198], [-6.167, -1.029, 1.337], [-5.127, -1.859, 1.924], [-10.509, 0.700, 4.556], [-9.251, 2.010, 4.647], [-8.781, 0.381, 4.902], [-7.389, 0.574, 2.662], [-7.906, 2.184, 2.914], [-8.894, 2.335, 0.618], [-8.387, 0.597, 0.295], [-5.374, 1.393, 1.548], [-4.830, 1.680, -0.103], [-4.802, -0.550, -0.316], [-6.412, -0.397, -0.641], [-5.740, -2.642, 2.370], [-4.583, -1.380, 2.738], [-4.566, -2.333, 1.119], [-3.191, -9.511, -9.381], [-4.083, -8.388, -9.385], [-4.338, -7.602, -10.522], [-3.251, -6.590, -10.650], [-3.142, -5.838, -9.385], [-3.989, -5.294, -9.307], [-3.059, -6.447, -8.583], [-1.915, -4.862, -9.385], [-1.799, -3.968, -8.081], [-1.913, -4.826, -6.901], [-1.858, -4.075, -5.704], [-2.228, -9.286, -9.840], [-3.643, -10.481, -9.589], [-2.901, -9.545, -8.331], [-5.258, -7.104, -10.217], [-4.543, -8.204, -11.408], [-3.360, -5.863, -11.455], [-2.301, -7.082, -10.857], [-1.980, -4.135, -10.195], [-0.952, -5.357, -9.509], [-2.532, -3.169, -8.187], [-0.816, -3.510, -7.980], [-1.804, -4.785, -4.878], [-2.798, -3.529, -5.626], [-1.052, -3.360, -5.541]],
  "forces_ev_per_a": [[-1.012, -0.019, 0.138], [0.637, 0.112, 0.136], [0.851, 0.065, -0.992], [-0.824, -0.866, 0.075], [-0.284, 1.160, 0.290], [2.322, 0.561, 0.300], [-1.559, -0.952, 0.085], [1.079, -0.279, -0.331], [0.211, 2.435, 1.292], [-1.004, -0.902, -3.539], [-1.217, -1.981, -2.435], [1.986, -0.029, 2.262], [0.038, 1.376, 3.248], [-0.552, 0.604, 0.109], [-0.233, -0.036, -0.591], [0.258, -0.033, 0.578], [-0.264, -0.530, 0.358], [-0.807, -0.001, -0.239], [-0.382, -0.388, -0.032], [0.342, 0.093, -0.009], [0.142, 0.036, -0.376], [0.106, 0.095, 0.127], [-0.159, -0.224, 0.011], [0.162, -0.039, 0.731], [0.162, 0.434, -0.681], [0.206, -0.594, -0.556], [-0.413, 0.120, 1.302], [-2.346, 0.054, 1.898], [3.324, -2.472, -5.192], [0.095, -1.155, -0.825], [-0.148, 0.961, 2.893], [-3.019, 2.261, 3.625], [0.448, 1.465, -2.811], [0.156, -1.379, -0.130], [0.600, -0.184, -0.298], [0.635, 0.887, 0.430], [0.720, -0.489, -0.812], [-0.500, 0.110, 0.328], [-0.128, -0.007, -0.150], [-0.015, -0.109, 0.127], [0.187, -0.148, 0.161], [-0.043, 0.374, 0.261], [-0.094, -0.011, -0.056], [-0.141, 0.142, -0.488], [0.777, -0.251, -0.234], [0.615, 0.882, 0.042], [-0.833, -0.069, 0.531], [2.496, -0.843, -1.012], [-0.531, 0.879, -0.243], [-1.206, 0.725, 0.404], [-0.185, 2.374, 1.329], [-0.654, -2.023, -0.963], [-1.413, -0.385, 0.202], [0.378, -0.442, -0.222], [-0.030, -0.219, -0.502], [-0.084, 0.334, 0.303], [0.110, 0.081, 0.015], [0.521, -0.411, -0.289], [0.192, -0.382, 0.322], [-0.337, -0.471, 0.245], [0.312, -0.240, 0.022], [0.035, 0.232, 0.180], [0.418, -0.024, -0.231], [0.211, -0.200, -0.054], [-0.242, 0.086, -0.283], [-0.328, 0.964, 0.898], [-0.290, 1.857, -5.638], [-0.246, -1.837, -0.130], [1.277, 0.818, 1.241], [1.619, -0.086, 2.936], [-2.459, -1.412, 1.382], [-0.124, 0.847, -1.708], [0.490, -0.192, 0.045], [0.017, 0.227, 0.027], [-0.067, -0.221, -0.172], [0.007, -0.458, 0.155], [0.357, 0.022, 0.284], [-0.465, 0.224, -0.242], [0.156, -0.066, -0.069], [0.055, -0.168, 0.279], [0.129, -0.144, 0.478], [0.125, -0.187, 0.190], [-0.092, -0.066, 0.149], [-0.372, 0.009, -0.094], [0.254, 0.939, 1.043], [-0.693, 0.037, -0.444], [1.186, -0.111, -0.414], [0.431, -0.037, 1.201], [0.567, -0.147, -0.973], [-0.487, -0.385, 1.657], [0.308, 0.405, 0.442], [0.638, 0.710, 0.555], [-1.248, 0.122, -0.985], [-0.007, -0.541, 1.064], [-0.040, 0.132, -0.125], [0.129, -0.203, -0.408], [0.443, -0.749, 0.289], [0.204, 0.407, 0.170], [-0.003, -0.184, -0.415], [-0.957, -0.786, -0.592], [0.147, -0.016, -0.464], [-0.586, 0.199, -0.534], [0.127, 0.313, 0.370], [0.286, 0.351, -0.323], [-0.617, -0.465, 0.081], [-0.193, 0.382, -0.576], [-0.035, -0.096, -0.102], [0.518, -0.332, -0.223], [-0.409, -0.280, -1.036], [1.489, 0.831, 0.160], [-0.262, -0.363, 1.574], [0.470, -0.041, -0.849], [-0.325, -1.692, 2.135], [-0.364, 0.298, -0.285], [0.589, 0.399, -0.243], [0.057, 0.254, 0.033], [-0.801, 0.906, 0.234], [1.403, 0.739, -1.378], [-1.803, -0.695, -0.131], [0.227, 0.216, 0.293], [-0.375, 0.300, -0.352], [0.085, -0.527, -0.446], [0.102, -0.295, -0.458], [0.032, 0.613, -0.293], [-0.426, -0.486, -0.096], [-0.620, 0.098, 0.248], [-0.176, 0.022, -0.058], [-0.010, 0.023, -0.020], [0.484, -0.553, 0.885], [-0.676, -0.230, 0.117], [0.337, -0.180, 0.219], [0.329, 0.267, -0.467], [0.493, 0.281, 0.305], [0.491, 0.731, 1.321], [0.014, -0.341, 0.548], [-0.806, -0.698, 0.683], [1.052, -0.250, -1.247], [2.263, 1.938, -0.413], [-0.351, 0.283, 0.449], [-0.179, -0.538, 0.412], [0.199, 1.013, 1.472], [-0.191, -1.971, 0.215], [0.215, 0.977, -1.580], [-1.055, -0.236, 0.696], [-0.209, -0.297, -0.842], [-0.060, 0.320, -0.690], [-0.127, -0.326, 0.170], [-0.305, 0.150, -0.475], [0.266, 0.232, -0.232], [-0.379, -0.018, 0.024], [0.118, -0.010, 0.282], [-0.485, -0.399, -0.278], [-0.559, -0.828, -0.067], [-0.389, -0.016, 0.701], [0.110, 0.088, -0.731], [-0.085, -0.063, -0.132], [-0.071, 0.204, 0.277], [0.437, -0.074, -0.748]],
  "charge": 6,
  "spin_multiplicity": 1,
  "fmax_ev_per_a": 6.6,
  "e_lumo_ev": -9.3461
}

2.
{
  "formula": "C5H6N2S",
  "method": "wB97M-V/def2-TZVPD",
  "symbols": ["C", "C", "C", "C", "C", "H", "H", "H", "H", "H", "H", "N", "N", "S"],
  "xyz": [[-2.049, -1.048, -0.395], [-0.519, -0.805, -0.223], [0.465, -1.567, -0.883], [1.429, 0.606, 0.461], [-0.008, 0.462, 0.249], [-2.297, -2.062, -0.738], [-2.546, -0.307, -0.792], [-2.651, -0.976, 0.574], [0.280, -2.358, -1.523], [2.053, 1.404, 0.925], [-0.237, 2.464, 1.450], [1.828, -1.229, -0.976], [2.262, -0.135, -0.252], [-1.196, 1.594, 0.841]],
  "forces_ev_per_a": [[2.405, -3.826, 4.528], [0.333, 1.895, -1.087], [3.107, 2.750, 0.902], [-0.801, -0.105, -2.070], [0.657, -1.861, 1.567], [0.262, 0.592, -0.454], [-2.065, 3.778, -3.495], [1.409, -0.471, -0.277], [-0.801, -1.787, -0.785], [-1.541, -0.196, 0.078], [-1.379, -1.062, -0.837], [-2.487, 1.402, 1.661], [-0.584, -2.543, -0.685], [1.487, 1.436, 0.954]],
  "smiles": "Cc1cnncc1S",
  "spin_multiplicity": 1,
  "fmax_ev_per_a": 6.4,
  "e_lumo_ev": 0.1772
}

The calculation returns the following E values, one per record and in order: -99259.921; -19095.044 eV.
The calculation returns the following relative energy (zero: lowest compared OMol25 entry of this formula, charge and spin) values, one per record and in order: 0.00; 286.28 kJ/mol.
The calculation returns the following frontier orbital gap values, one per record and in order: 0.32876; 0.34050 hartree.